Entry 1:
C22H24N2O5 | ωB97M-V with the def2-TZVPD basis set

For the energy above the lowest of the compared OMol25 structures with the same formula, charge and spin, the calculation gives 506.35 kcal per mole. Its spin multiplicity is 1. For the highest occupied orbital energy, the calculation gives -0.304 Ha. The energy is -1337.72318 hartree.

```
53
C22H24N2O5, DFT ωB97M-V with the def2-TZVPD basis set
C 2.64242 3.04666 7.09906
H 3.04480 3.93891 6.42338
O 2.97736 1.85650 6.31203
C 2.43929 1.71696 5.17669
C 2.65058 0.64864 4.63113
C 2.29988 0.13606 3.48036
C 1.51151 0.97350 2.82771
C 1.37366 2.39990 3.17591
C 1.80773 2.70631 4.48929
H 1.43485 3.59425 4.86616
H 0.94206 2.94024 2.64137
N 1.32605 0.89647 1.36657
C 1.04689 -0.19440 0.64688
O 1.70239 -1.48054 1.00386
C 0.60604 -0.05979 -0.79718
C -0.82922 0.31251 -0.50668
O -1.09339 1.54876 -0.20541
N -1.92954 -0.43465 -0.79084
C -3.11044 0.26123 -0.97587
H -3.85414 -0.45948 -0.20860
H -2.99924 1.30725 -0.28684
C -3.63586 0.44848 -2.08977
O -4.80183 1.29169 -2.15494
H -5.53446 0.74922 -1.54036
H -2.80349 1.34166 -2.92286
H -3.94272 -0.36017 -2.86469
C -1.97550 -1.69988 -1.33539
C -0.33184 -2.42774 -1.10132
C 0.61124 -1.56018 -1.42067
C 0.33916 -1.29537 -2.99847
C 1.54418 -0.84669 -3.90986
C 1.23292 -0.47683 -5.20258
C -0.04002 -0.79143 -5.74177
C -1.20499 -1.05870 -4.84149
C -0.92576 -1.33606 -3.48833
O -1.80713 -1.85404 -2.87554
H -2.07512 -1.09841 -5.36592
H -0.27816 -0.81279 -6.66128
H 2.07810 -0.33610 -5.81908
H 2.57415 -0.85023 -3.33606
H 1.47921 -2.09942 -1.37416
H -0.31099 -2.70240 0.26282
H -0.41825 -3.36543 -1.35875
C -3.06584 -2.57981 -0.74559
H -2.64372 -3.58157 -1.04342
H -4.01264 -2.34843 -1.42581
H -3.15996 -2.54324 0.21534
H 1.00257 0.55693 -1.32321
H 0.72870 1.61687 0.83050
H 2.70591 -0.85257 3.07446
H 3.40542 -0.22296 5.18440
H 1.64286 3.32333 7.17516
H 3.14433 3.09663 7.87417
```

---

Entry 2:
C22H24N3O2P2PdSe | ωB97M-V with the def2-TZVPD basis set

For the energy above the lowest of the compared OMol25 structures with the same formula, charge and spin, the calculation gives 0.00 kcal per mole. Its spin multiplicity is 5. As for the charge: +3. For the highest occupied orbital energy (spin up / spin down), the calculation gives -0.586 / -0.631 Ha. The energy is -4378.45087 hartree.

```
55
C22H24N3O2P2PdSe, DFT ωB97M-V with the def2-TZVPD basis set
Pd 0.75063 0.97806 0.45882
O 2.57688 4.11980 2.55064
C 1.82649 3.30277 1.88134
O 2.26604 2.23229 1.46749
C 0.42360 3.76468 1.65368
C -0.02759 4.99990 2.06706
C -1.35020 5.33755 1.79308
C -2.14247 4.42387 1.12570
C -1.60032 3.19904 0.74984
N -0.33785 2.86421 1.00418
H 0.63010 5.68554 2.58564
H -1.74407 6.29774 2.09764
H -3.17398 4.64549 0.89064
H -2.20091 2.46566 0.22800
C 2.94705 2.56095 -1.76918
P 1.90768 1.08902 -1.64614
C 0.87380 1.06256 -3.13022
C 2.99698 -0.34762 -1.71223
C 3.85435 -0.51873 -2.79820
C 4.71344 -1.60528 -2.84067
C 4.72435 -2.52553 -1.80004
C 3.87447 -2.36264 -0.71734
C 3.00461 -1.27516 -0.66522
P 1.90596 -1.06025 0.75480
C 2.95720 -1.00122 2.22356
C 0.93050 -2.57964 0.89168
H 3.52125 2.53202 -2.69713
H 3.63759 2.59468 -0.92761
H 2.32591 3.45734 -1.77197
H 1.50750 1.08359 -4.01913
H 0.22170 1.93578 -3.14666
H 0.27410 0.15367 -3.15428
H 3.86374 0.19345 -3.61485
H 5.37875 -1.73246 -3.68385
H 5.39921 -3.37014 -1.83158
H 3.90035 -3.08876 0.08646
H 3.60164 -1.88103 2.25682
H 2.33891 -0.98086 3.12119
H 3.57771 -0.10647 2.19589
H 0.31279 -2.71075 0.00424
H 0.29447 -2.52672 1.77503
H 1.59447 -3.44017 0.98792
Se -3.66204 -1.85127 -1.93469
N -3.59379 -1.59021 -0.16989
C -4.61311 -2.26258 0.33930
C -4.94301 -2.32094 1.72541
C -6.05713 -3.06450 2.14081
C -6.85044 -3.74849 1.23106
C -6.56352 -3.71903 -0.14457
C -5.44010 -2.97307 -0.60052
N -5.09550 -2.88063 -1.86917
H -4.33398 -1.79024 2.44547
H -6.30089 -3.10252 3.19425
H -7.70469 -4.31397 1.57959
H -7.17863 -4.24883 -0.86206
```

---

Entry 3:
C22H24N6O3S | ωB97M-V with the def2-TZVPD basis set

For the energy above the lowest of the compared OMol25 structures with the same formula, charge and spin, the calculation gives 19.49 kcal per mole. Its spin multiplicity is 1. For the highest occupied orbital energy, the calculation gives -0.281 Ha. As for the SMILES: COc1ccc(NC(=O)CSc2nc(-c3ccncc3)nn2CC(=O)N2CCCC2)cc1. The energy is -1805.23402 hartree.

```
56
C22H24N6O3S, DFT ωB97M-V with the def2-TZVPD basis set
C 4.11941 -5.39161 2.22870
H 3.42396 -5.98404 2.83251
O 3.89549 -4.01262 2.38576
C 2.68035 -3.50735 2.01954
C 2.51530 -2.13214 2.19414
C 1.32722 -1.52229 1.86205
C 0.26878 -2.26973 1.34541
C 0.43176 -3.63638 1.16615
C 1.62779 -4.24994 1.50039
H 1.71892 -5.31362 1.34778
H -0.37601 -4.22431 0.76435
N -0.91845 -1.58517 1.04516
C -2.05246 -2.09102 0.52865
O -2.25329 -3.25154 0.23598
C -3.20929 -1.10654 0.32255
H -3.56209 -1.20947 -0.70421
H -4.01794 -1.38070 1.00210
S -2.87762 0.64577 0.62360
C -1.82587 0.93046 -0.72421
N -1.63376 0.12698 -1.74403
C -0.75907 0.80944 -2.52653
N -0.42198 1.98495 -2.02681
N -1.10991 2.06578 -0.88128
C -0.91634 3.12656 0.05456
H -0.32779 3.89855 -0.44409
H -1.88568 3.53431 0.36259
C -0.18244 2.58778 1.29310
O -0.02361 1.39208 1.46734
N 0.24957 3.50819 2.15664
C 0.11932 4.94752 2.04029
C 0.59255 5.46835 3.39777
H 1.00984 6.47021 3.32993
C 1.62013 4.42222 3.82559
C 0.98049 3.12160 3.35612
H 1.70100 2.33884 3.11337
H 0.28055 2.72501 4.09932
H 1.80514 4.42739 4.89667
H 2.56386 4.58779 3.30528
H -0.23932 5.48249 4.10230
H -0.91222 5.23485 1.82386
H 0.76263 5.32191 1.23474
C -0.26420 0.28693 -3.78397
C 0.53585 1.06340 -4.62080
C 0.96892 0.50583 -5.81086
N 0.66569 -0.72286 -6.19729
C -0.09067 -1.45737 -5.39792
C -0.58345 -1.00914 -4.18445
H -1.19580 -1.63203 -3.55271
H -0.31072 -2.45553 -5.75391
H 1.59051 1.06818 -6.49611
H 0.79879 2.06881 -4.33411
H -0.86366 -0.58722 1.22924
H 1.20597 -0.45841 1.99350
H 3.34006 -1.56381 2.59455
H 4.03923 -5.69607 1.17999
H 5.13638 -5.56706 2.57678
```

---

Entry 4:
C22H24NO2 | ωB97M-V with the def2-TZVPD basis set

For the energy above the lowest of the compared OMol25 structures with the same formula, charge and spin, the calculation gives 17.20 kcal per mole. Its spin multiplicity is 1. As for the charge: +1. For the highest occupied orbital energy, the calculation gives -0.412 Ha. As for the SMILES: COc1ccc(C([NH2+]c2ccc(C)cc2)c2ccc(OC)cc2)cc1. The energy is -1057.67394 hartree.

```
49
C22H24NO2, DFT ωB97M-V with the def2-TZVPD basis set
C -5.60398 0.17439 -3.37557
C -4.17361 0.11362 -2.96029
C -3.42445 1.28782 -2.86318
C -2.05379 1.25379 -2.53605
C -1.47406 0.06097 -2.16810
N -0.11624 0.11572 -1.54859
C -2.15664 -1.12948 -2.35470
C -3.52802 -1.10406 -2.68089
H -6.00565 -0.81742 -3.50982
H -6.21084 0.67928 -2.63265
H -5.71899 0.71366 -4.31192
H -3.91729 2.23571 -3.09448
H -1.47356 2.17189 -2.51511
H 0.31745 -0.79496 -1.76834
H 0.46032 0.76589 -2.08491
H -1.68490 -2.11074 -2.18017
H -4.12201 -2.03092 -2.77669
C -1.48250 -2.95929 5.05578
O -2.04081 -2.47142 3.82578
C -1.32477 -1.73485 2.94071
C -2.07006 -1.28156 1.82695
C -1.54822 -0.33493 0.95930
C -0.22493 0.06579 1.03028
C 0.28699 0.86351 -0.16278
C 1.83042 1.06269 -0.21803
C 2.39083 2.20097 -0.81907
C 3.76655 2.33044 -0.95500
C 4.63687 1.40841 -0.32350
O 5.91821 1.81182 -0.14594
C 6.82769 1.16435 0.76370
C 4.08116 0.23809 0.24053
C 2.69852 0.07935 0.22674
C 0.48903 -0.30665 2.17538
C -0.00010 -1.25853 3.08390
H -2.31017 -3.52858 5.49006
H -0.62124 -3.62926 4.87900
H -1.20433 -2.14279 5.74615
H -3.09284 -1.62639 1.69442
H -2.18562 0.13692 0.20746
H -0.20084 1.89822 -0.13472
H 1.75009 3.00277 -1.20986
H 4.22058 3.17999 -1.45748
H 7.75478 1.74610 0.66097
H 6.47210 1.21515 1.81017
H 7.01181 0.11558 0.46858
H 4.72109 -0.50139 0.73098
H 2.30713 -0.85569 0.60999
H 1.45462 0.13216 2.41409
H 0.57425 -1.60611 3.94694
```

---

Entry 5:
C22H24NO5 | ωB97M-V with the def2-TZVPD basis set

For the energy above the lowest of the compared OMol25 structures with the same formula, charge and spin, the calculation gives 0.00 kcal per mole. Its spin multiplicity is 1. As for the charge: -1. For the highest occupied orbital energy, the calculation gives -0.163 Ha. The energy is -1283.75690 hartree.

```
52
C22H24NO5, DFT ωB97M-V with the def2-TZVPD basis set
C 6.70858 2.57406 0.00741
O 6.24227 1.34040 0.51992
C 4.83905 1.39925 0.71791
C 4.24544 0.02514 0.93229
C 2.87480 0.09668 1.62218
C 1.67571 0.22896 0.68870
C 1.55321 1.53975 -0.08975
C 1.68604 2.81259 0.72724
N 0.92564 3.89842 0.01958
C 1.12231 2.66961 2.15221
O 1.95410 2.93956 3.07098
O -0.06369 2.28365 2.28381
H 6.16660 3.38801 0.48394
H 7.76330 2.66298 0.22226
H 6.49790 2.63707 -1.06045
H 4.59811 2.01083 1.58734
H 4.34945 1.87729 -0.13169
H 4.20697 -0.55535 0.01581
H 4.92506 -0.48802 1.60794
H 2.74823 -0.85134 2.14002
H 2.89717 0.85523 2.39665
H 1.77981 -0.56902 -0.04772
H 0.77234 0.02170 1.24937
H 2.26347 1.50650 -0.91455
H 0.57153 1.53970 -0.55722
H 2.70392 3.16419 0.80339
H 0.69885 3.60854 -0.92352
H 1.53664 4.69591 -0.09049
C -4.08482 -5.58567 -1.69896
C -4.66258 -4.97917 -2.80974
C -4.69944 -3.59922 -2.90584
C -4.16822 -2.81769 -1.88774
C -3.60776 -3.42575 -0.76496
C -3.55968 -4.81109 -0.67950
C -3.06983 -2.60594 0.36262
O -2.58155 -3.14745 1.33271
C -3.16143 -1.12622 0.26088
C -2.71585 -0.34217 1.31758
C -2.78349 1.03912 1.23504
C -3.28748 1.64094 0.08765
C -3.73745 0.86757 -0.96921
C -3.68585 -0.51764 -0.88705
C -4.20110 -1.33043 -2.01602
O -4.64568 -0.81288 -3.02251
H -4.04897 -6.66511 -1.62871
H -5.08246 -5.58609 -3.60145
H -5.14214 -3.12214 -3.76901
H -3.11331 -5.27655 0.18812
H -2.31608 -0.81189 2.20472
H -2.42830 1.64762 2.05615
H -3.32730 2.71971 0.02185
H -4.13199 1.33583 -1.86017
```

---

Entry 6:
C22H24O2 | ωB97M-V with the def2-TZVPD basis set

For the energy above the lowest of the compared OMol25 structures with the same formula, charge and spin, the calculation gives 57.62 kcal per mole. Its spin multiplicity is 1. For the highest occupied orbital energy, the calculation gives -0.324 Ha. The energy is -1003.07496 hartree.

```
48
C22H24O2, DFT ωB97M-V with the def2-TZVPD basis set
C -4.42312 -2.36137 2.54296
C -3.09234 -1.69526 2.35544
C -3.01534 -0.36957 1.91397
C -1.78930 0.19000 1.56851
C -0.60323 -0.53233 1.69487
C 0.73844 0.10846 0.84806
C 2.01343 -0.70494 1.23431
C 3.05501 -0.03312 1.87230
C 4.19972 -0.71181 2.28980
C 4.30614 -2.09203 2.08497
C 3.25003 -2.79528 1.51841
C 2.10903 -2.08917 1.06052
C -0.66119 -1.79324 2.29219
C -1.89718 -2.36495 2.62646
H -4.33226 -3.44752 2.57115
H -4.89604 -2.03760 3.46899
H -5.09643 -2.09191 1.73320
H -3.93495 0.18135 1.79191
H -1.77390 1.21692 1.21997
H 0.77564 0.97112 1.54463
H 2.90863 1.04680 2.09653
H 5.01389 -0.15841 2.74661
H 5.22217 -2.62238 2.36918
H 3.28255 -3.87498 1.38857
H 1.26081 -2.64340 0.64984
H 0.26009 -2.33346 2.53732
H -1.90365 -3.37040 3.06335
C -0.13934 2.92438 -4.28167
C -0.19823 2.03871 -3.04429
C -1.51173 1.26212 -3.08675
C 1.05053 1.10790 -3.00229
C 1.20184 0.22599 -1.77239
O 1.68498 -0.92512 -1.86455
C 0.58706 0.65637 -0.44874
C -0.05330 2.08077 -0.48230
O -0.46716 2.64721 0.51544
C -0.08014 2.89256 -1.76715
H 0.77562 3.51172 -4.33207
H -0.20020 2.30557 -5.17359
H -0.98554 3.60878 -4.29763
H -1.63647 0.57030 -2.24697
H -2.34458 1.97923 -3.08654
H -1.54630 0.69486 -4.02600
H 0.98866 0.43405 -3.86711
H 1.94321 1.75526 -3.09984
H 0.04320 -0.42513 -0.18205
H 0.85333 3.48256 -1.83266
H -0.94210 3.58038 -1.70485
```